The following is a quantum chemistry calculation of one molecule with the formula C3H3F3N2 in a non-equilibrium geometry, from OMol25.

Element x y z (Å)
C -0.2867 -1.1980 0.3377
C 0.0951 0.1220 -0.1320
C -0.4499 -4.2858 2.1029
N -0.5782 -3.5145 0.9437
N -0.3908 -2.2691 0.8388
F -0.9203 -5.4761 1.8643
F 0.8489 -4.2954 2.5306
F -1.0961 -3.7843 3.1876
H -0.3510 0.7610 0.5265
H -0.3790 0.4131 -1.0465
H 1.1183 0.3760 -0.0943

Force components x, y, z for each atom (eV/Å):
0.04 -3.35 1.57
-0.50 -1.04 -0.46
0.66 3.17 0.42
-0.66 -0.83 -0.98
0.61 2.54 -1.28
0.27 -0.88 -0.02
0.00 -0.92 -0.22
-0.53 -0.03 0.10
-1.24 2.01 2.06
0.00 -0.36 -0.89
1.35 -0.31 -0.30

- energy above the lowest of the compared OMol25 structures with the same formula, charge and spin (kcal per mole) = 44.7
- DFT total energy (hartree) = -525.13151
- highest occupied orbital energy (eV) = -9.05
- 2S+1 = 1
- LUMO energy (eV) = 0.4